# C49H57GdGeN3S8

A structure of composition C49H57GdGeN3S8 at a distorted geometry (ωB97M-V with the def2-TZVPD basis set, OMol25).

Each line ends with the Löwdin charge.
Positions of all 119 atoms, in Å:
Gd 0.528 0.724 0.963  0.7771
C 1.231 6.029 0.314  -0.5324
C 1.489 5.024 -0.894  -0.3653
S 0.575 3.371 -0.729  0.7257
C -0.998 3.582 -1.726  -0.4332
C -2.041 2.474 -1.650  -0.4396
S -2.448 1.778 0.078  0.7992
C -3.092 3.050 1.117  -0.5790
C -2.819 2.774 2.622  -0.5147
S -1.079 2.733 3.138  0.8052
C -0.452 4.195 2.385  -0.6152
C 0.974 4.359 2.801  -0.5673
S 2.028 5.555 1.874  0.8377
H 0.168 6.129 0.523  0.0525
H 1.664 6.990 -0.060  0.0811
H 2.596 4.827 -0.910  0.0793
H 1.195 5.494 -1.806  0.0584
H -0.620 3.752 -2.814  0.0971
H -1.455 4.569 -1.397  0.0840
H -1.545 1.572 -2.089  0.0554
H -2.976 2.832 -2.123  0.0825
H -4.194 3.135 1.068  0.0763
H -2.690 4.041 0.804  0.0735
H -3.172 1.812 2.984  0.0480
H -3.348 3.584 3.224  0.0952
H -1.099 5.000 2.758  0.0960
H -0.514 3.993 1.316  -0.0113
H 1.594 3.430 2.828  -0.0159
H 1.040 4.692 3.845  0.0710
S -1.015 -0.613 2.893  0.5107
C -1.581 -1.990 2.020  -0.7151
N -2.042 -2.990 2.812  -0.1949
C -2.383 -4.274 2.201  -0.1161
C -3.417 -3.915 1.096  -0.1138
N -2.789 -2.919 0.189  -0.1585
C -3.323 -2.950 -1.193  -0.1656
C -2.963 -4.208 -1.932  -0.1800
C -3.974 -5.091 -2.426  -0.0382
C -3.673 -6.462 -2.687  -0.0894
C -2.337 -6.832 -2.705  -0.1225
C -1.344 -5.926 -2.410  -0.1237
C -1.627 -4.667 -2.072  -0.0418
C -1.800 -2.033 0.590  -0.6863
S -0.989 -1.053 -0.587  0.4979
C -2.004 -2.994 4.291  -0.1752
C -3.403 -3.096 4.859  -0.2192
C -3.728 -3.988 5.866  -0.0689
C -5.026 -4.126 6.391  -0.1044
C -6.055 -3.295 5.926  -0.1250
C -5.745 -2.319 4.963  -0.0974
C -4.440 -2.244 4.412  -0.0231
H -2.946 -4.921 2.852  0.1047
H -1.445 -4.759 1.782  0.1414
H -4.298 -3.405 1.429  0.1042
H -3.764 -4.772 0.505  0.1104
H -2.831 -2.089 -1.660  0.0517
H -4.398 -2.853 -1.149  0.1091
H -4.983 -4.755 -2.553  0.0878
H -4.516 -7.126 -2.799  0.0858
H -1.982 -7.833 -2.929  0.0917
H -0.310 -6.228 -2.394  0.1018
H -0.890 -3.903 -1.920  0.0996
H -1.559 -2.033 4.706  0.0712
H -1.390 -3.838 4.592  0.1088
H -2.875 -4.489 6.326  0.1044
H -5.267 -4.878 7.163  0.0966
H -7.056 -3.313 6.428  0.1023
H -6.568 -1.674 4.611  0.0976
H -4.294 -1.405 3.685  0.1238
S 3.017 1.339 2.412  0.6116
C 3.045 0.434 3.813  -1.0973
N 2.051 -0.395 4.282  -0.0415
C 2.386 -1.083 5.502  -0.2075
C 3.918 -0.962 5.652  -0.4651
S 4.498 0.369 4.686  0.9532
H 1.067 -0.353 3.911  0.0242
H 2.134 -2.096 5.464  0.0991
H 1.878 -0.585 6.358  0.1295
H 4.378 -1.819 5.202  0.0635
H 4.303 -0.972 6.654  0.0717
C 1.788 -1.283 0.893  -0.3368
H 1.608 -1.640 1.890  -0.0517
H 2.755 -0.811 0.669  -0.0394
H 1.541 -2.042 0.148  -0.0401
C 1.349 1.901 -1.297  -0.6473
Ge 2.298 1.834 -3.001  0.8349
C 3.410 0.222 -2.780  -0.2497
C 4.595 -0.034 -3.557  -0.0972
C 5.231 -1.284 -3.456  -0.1167
C 4.707 -2.331 -2.675  -0.1105
C 3.538 -2.134 -1.962  -0.0976
C 2.891 -0.928 -2.162  -0.1401
C 3.548 3.338 -3.246  -0.2730
C 4.551 3.441 -2.254  -0.1197
C 5.639 4.349 -2.375  -0.0805
C 5.718 5.194 -3.482  -0.1201
C 4.777 5.089 -4.476  -0.1100
C 3.717 4.158 -4.376  -0.0988
C 1.250 1.523 -4.575  -0.2553
C 1.014 0.243 -5.172  -0.0759
C 0.330 0.131 -6.352  -0.0918
C -0.274 1.273 -6.967  -0.0905
C -0.193 2.457 -6.274  -0.1283
C 0.653 2.607 -5.202  -0.1618
H 5.152 0.825 -4.010  0.1030
H 6.220 -1.435 -3.892  0.0864
H 5.123 -3.366 -2.605  0.1045
H 3.100 -2.870 -1.308  0.0946
H 1.888 -0.851 -1.739  0.0589
H 4.468 2.868 -1.295  0.1169
H 6.356 4.341 -1.573  0.0895
H 6.482 5.927 -3.678  0.0902
H 4.847 5.670 -5.395  0.0955
H 3.115 3.994 -5.249  0.0781
H 1.415 -0.664 -4.708  0.1052
H 0.301 -0.758 -6.918  0.0809
H -0.950 1.065 -7.802  0.0968
H -0.894 3.268 -6.565  0.1081
H 0.753 3.597 -4.778  0.0842

As for the multiplicity: 8. For the frontier orbital gap (spin up / spin down), the calculation gives 3.894 / 3.907 eV. Its net charge is -1. Its expectation value of S² is 16.09. The calculation puts the energy at -220236.16868 eV. The value obtained for the largest force on an atom is 4.53 eV/Å.

***

# C49H58As2N3OP3S4Sc

A structure of composition C49H58As2N3OP3S4Sc (ωB97M-V with the def2-TZVPD basis set, OMol25).

Each line ends with the Löwdin charge.
Positions of all 121 atoms, in Å:
Sc 0.732 -0.006 -0.235  0.1705
S 2.084 2.181 0.198  0.3127
P 0.164 2.806 0.416  0.4453
C -0.899 1.571 -0.058  -0.6399
P -1.822 0.709 1.050  0.4509
S -0.690 -0.746 1.918  0.3351
C -2.756 1.678 2.263  -0.3536
C -2.549 1.531 3.628  -0.0954
C -3.279 2.301 4.525  -0.0728
C -4.214 3.210 4.059  -0.0762
C -4.418 3.363 2.692  -0.0728
C -3.689 2.602 1.798  -0.0906
C -3.160 -0.148 0.122  -0.3376
C -4.191 -0.632 0.825  -0.0888
C -5.334 -1.444 0.417  -0.0812
C -5.751 -1.812 -0.797  -0.0917
C -5.197 -1.447 -2.135  -0.1931
C -2.975 -0.294 -1.366  -0.3512
C -0.109 4.269 -0.620  -0.3679
C 0.903 5.202 -0.820  -0.0911
C 0.668 6.323 -1.601  -0.0730
C -0.584 6.522 -2.172  -0.0784
C -1.598 5.599 -1.965  -0.0816
C -1.358 4.470 -1.195  -0.1138
C -0.008 3.440 2.109  -0.3263
C 0.707 2.840 3.141  -0.1025
C 0.566 3.298 4.441  -0.0723
C -0.285 4.358 4.717  -0.0806
C -1.004 4.956 3.692  -0.0762
C -0.866 4.500 2.391  -0.0771
H -1.814 0.820 3.983  0.0798
H -3.110 2.190 5.588  0.1095
H -4.785 3.806 4.760  0.1070
H -5.147 4.075 2.328  0.1071
H -3.849 2.721 0.731  0.1081
H -4.184 -0.421 1.891  0.1074
H -5.925 -1.803 1.253  0.1032
H -6.627 -2.452 -0.830  0.1078
H -4.724 -2.335 -2.570  0.0944
H -2.341 0.559 -1.665  0.0957
H 1.881 5.041 -0.382  0.0944
H 1.458 7.043 -1.763  0.1068
H -0.765 7.399 -2.780  0.1059
H -2.572 5.753 -2.411  0.1058
H -2.127 3.721 -1.047  0.0906
H 1.385 2.022 2.926  0.0374
H 1.128 2.828 5.238  0.1067
H -0.387 4.720 5.732  0.1059
H -1.669 5.782 3.904  0.1089
H -1.425 4.978 1.596  0.1072
C 3.112 -2.165 -3.047  -0.2649
As 3.075 -0.710 -1.749  1.0894
C 4.673 -1.173 -0.746  -0.2877
C 3.714 0.796 -2.812  -0.4167
C 5.073 0.999 -3.025  -0.0999
C 5.520 2.137 -3.680  -0.0749
C 4.609 3.084 -4.118  -0.0724
C 3.250 2.879 -3.929  -0.0953
C 2.792 1.732 -3.292  -0.4351
As 0.899 1.361 -3.008  1.1496
C 0.091 2.918 -3.861  -0.2787
C 0.638 0.095 -4.498  -0.2796
H 4.069 -2.140 -3.569  0.0373
H 2.306 -2.060 -3.769  0.0057
H 2.996 -3.105 -2.508  0.0093
H 5.475 -1.456 -1.427  0.0323
H 4.426 -2.024 -0.114  -0.0047
H 4.973 -0.330 -0.126  0.0363
H 5.803 0.283 -2.670  0.0910
H 6.580 2.288 -3.835  0.1070
H 4.954 3.984 -4.609  0.1075
H 2.553 3.629 -4.280  0.0905
H 0.286 3.821 -3.287  0.0064
H -0.987 2.761 -3.903  0.0315
H 0.481 3.020 -4.874  0.0366
H 1.496 0.107 -5.168  0.0384
H -0.249 0.388 -5.062  0.0248
H 0.490 -0.908 -4.105  -0.0219
C -4.268 -0.244 -2.190  -0.1664
P -1.842 -1.676 -1.703  0.7131
C -1.985 -2.220 -3.410  -0.1363
C -2.262 -3.077 -0.670  -0.1301
O -0.415 -1.224 -1.461  -0.5132
H -6.042 -1.246 -2.800  0.1231
H -4.006 -0.056 -3.235  0.1120
H -4.817 0.638 -1.853  0.1321
H -2.880 -2.816 -3.576  0.0546
H -1.108 -2.833 -3.623  0.0692
H -1.986 -1.368 -4.089  0.0551
H -3.326 -3.305 -0.736  0.0631
H -2.007 -2.809 0.354  0.0156
H -1.670 -3.936 -0.986  0.0679
C -2.192 -4.689 3.148  0.0073
C -1.196 -5.152 2.142  -0.2702
C -1.059 -6.432 1.682  0.0288
C -0.054 -6.681 0.719  -0.3026
N 0.740 -5.745 0.241  0.1132
C 0.609 -4.482 0.686  -0.7938
S 1.531 -3.186 0.189  0.6629
N -0.359 -4.224 1.638  0.0804
C 0.141 -8.060 0.172  -0.0183
H -2.775 -5.526 3.522  0.0897
H -2.869 -3.959 2.700  0.0888
H -1.689 -4.205 3.986  0.1002
H -1.693 -7.224 2.050  0.1194
H -0.418 -3.253 1.945  0.0395
H -0.397 -8.809 0.748  0.0793
H 1.203 -8.298 0.152  0.0898
H -0.215 -8.088 -0.859  0.0931
S 2.787 -0.405 2.271  0.5917
C 4.111 -1.327 2.728  -0.7447
N 5.068 -0.735 3.504  0.0459
C 6.182 -1.344 3.978  -0.0714
C 6.425 -2.646 3.682  -0.0599
C 5.479 -3.323 2.880  -0.0409
C 4.361 -2.694 2.420  -0.1037
H 4.898 0.238 3.722  0.1390
H 6.831 -0.729 4.583  0.1304
H 7.312 -3.133 4.055  0.1080
H 5.639 -4.364 2.631  0.1170
H 3.626 -3.208 1.817  0.0415

For the frontier orbital gap, the calculation gives 7.401 eV. The relative energy (zero: lowest compared OMol25 entry of this formula, charge and spin) is 152.26 kJ/mol. Its net charge is +1. The calculation puts the energy at -271858.96344 eV. The value obtained for the largest force on an atom is 0.60 eV/Å.